{
  "formula": "C38H33IN3O2P2Pd",
  "method": "wB97M-V/def2-TZVPD",
  "symbols": ["Pd", "C", "C", "N", "C", "C", "C", "O", "C", "C", "N", "C", "C", "C", "C", "C", "C", "I", "C", "O", "H", "H", "H", "H", "H", "H", "H", "H", "H", "H", "H", "H", "N", "P", "C", "C", "C", "C", "C", "C", "C", "C", "C", "C", "C", "C", "P", "C", "C", "C", "C", "C", "C", "C", "C", "C", "C", "C", "C", "H", "H", "H", "H", "H", "H", "H", "H", "H", "H", "H", "H", "H", "H", "H", "H", "H", "H", "H", "H", "H"],
  "coordinates": [[-1.4972, -0.3393, 0.7523], [2.2500, 2.4469, 1.6491], [0.9059, 3.0164, 1.7681], [0.8579, 4.2861, 2.1481], [-0.3203, 4.8335, 2.3749], [-1.5302, 4.1629, 2.1942], [-2.8035, 4.9357, 2.4791], [-3.7808, 4.1635, 3.1531], [-1.4996, 2.8311, 1.7202], [-2.7710, 2.1969, 1.4819], [-2.9840, 1.0113, 1.0413], [-4.3453, 0.6406, 0.7849], [-5.2778, 1.5623, 0.3204], [-6.5965, 1.1808, 0.1219], [-6.9962, -0.1225, 0.3658], [-6.0676, -1.0657, 0.7874], [-4.7607, -0.6645, 0.9796], [-3.3049, -2.0685, 1.5185], [-0.2426, 2.2279, 1.5019], [-0.0211, 0.9638, 1.1268], [3.0001, 3.2282, 1.5575], [2.2565, 1.7835, 0.6946], [2.5224, 1.7390, 2.4353], [-0.3161, 5.8579, 2.7313], [-3.2249, 5.2846, 1.5303], [-2.5423, 5.8266, 3.0486], [-3.9178, 4.5033, 4.0435], [-3.6424, 2.8021, 1.7018], [-4.9730, 2.5766, 0.0979], [-7.3115, 1.9077, -0.2374], [-8.0242, -0.4187, 0.2094], [-6.3679, -2.0910, 0.9547], [1.6720, -1.1310, 0.2453], [2.3426, 0.1991, -0.3660], [4.0817, 0.0745, -0.1910], [4.8586, 1.2427, -0.1295], [6.2342, 1.1405, -0.0557], [6.8348, -0.1143, -0.0343], [6.0672, -1.2733, -0.0990], [4.6907, -1.1927, -0.1725], [1.7362, 0.8208, -1.8722], [0.3622, 1.0130, -2.1095], [-0.0524, 1.4720, -3.3392], [0.8944, 1.7836, -4.3148], [2.2583, 1.6258, -4.0706], [2.6963, 1.1637, -2.8471], [0.0756, -1.8230, 0.1524], [0.2506, -3.2702, 1.1849], [0.6067, -3.0952, 2.5280], [0.6956, -4.2001, 3.3558], [0.4121, -5.4666, 2.8517], [0.0428, -5.6348, 1.5243], [-0.0359, -4.5372, 0.6786], [-0.0976, -2.2812, -1.5757], [1.0220, -2.5775, -2.3570], [0.8647, -2.9301, -3.6864], [-0.4088, -2.9957, -4.2405], [-1.5251, -2.7120, -3.4651], [-1.3744, -2.3503, -2.1351], [2.2541, -1.5842, 0.9484], [4.3974, 2.2203, -0.1508], [6.8404, 2.0346, -0.0090], [7.9122, -0.1911, 0.0292], [6.5479, -2.2419, -0.0985], [4.1060, -2.1003, -0.2492], [-0.3362, 0.7577, -1.3208], [-1.1059, 1.6031, -3.5437], [0.5669, 2.1610, -5.2746], [2.9796, 1.8666, -4.8392], [3.7538, 1.0316, -2.6640], [0.7884, -2.1028, 2.9301], [0.9732, -4.0795, 4.3940], [0.4774, -6.3280, 3.5030], [-0.1746, -6.6228, 1.1422], [-0.3074, -4.6684, -0.3613], [2.0175, -2.5486, -1.9305], [1.7313, -3.1688, -4.2882], [-0.5306, -3.2787, -5.2775], [-2.5152, -2.7747, -3.8957], [-2.2543, -2.1349, -1.5407]],
  "forces_ev_per_angstrom": [[-0.14, -0.30, 0.67], [0.20, -0.48, 0.02], [-0.34, 0.02, -0.04], [0.04, -0.21, -0.20], [-0.34, 0.10, 0.07], [0.23, -0.12, -0.01], [0.03, 0.03, -0.05], [0.00, -0.01, 0.13], [0.19, 0.43, 0.12], [-0.27, 0.09, -0.10], [-0.09, 0.07, 0.07], [-0.02, 0.13, -0.07], [-0.05, 0.00, 0.04], [0.04, 0.06, -0.01], [-0.02, -0.06, 0.02], [-0.03, -0.03, 0.03], [-0.11, -0.13, -0.03], [0.12, -0.10, -0.31], [0.27, -0.39, 0.24], [0.29, 0.88, -0.43], [0.04, -0.07, -0.10], [0.07, 0.17, 0.04], [-0.06, -0.06, -0.06], [0.00, -0.02, -0.03], [-0.03, -0.02, 0.01], [0.01, 0.02, -0.03], [-0.02, 0.00, -0.03], [0.03, 0.00, -0.02], [-0.02, -0.01, -0.02], [0.00, 0.00, 0.00], [0.00, 0.00, 0.00], [0.00, -0.01, 0.00], [0.09, 0.14, 0.27], [0.31, -0.23, -0.44], [0.00, 0.27, 0.15], [0.05, -0.05, -0.09], [-0.04, 0.01, -0.01], [-0.02, -0.04, -0.01], [0.04, -0.01, 0.00], [-0.06, -0.01, 0.04], [-0.17, 0.38, 0.15], [0.12, -0.28, 0.16], [0.01, 0.01, 0.05], [0.14, -0.03, 0.04], [-0.12, 0.05, -0.08], [-0.02, -0.10, 0.07], [-0.51, -0.39, -0.26], [0.18, 0.09, -0.06], [-0.09, -0.02, 0.01], [0.01, 0.00, 0.00], [-0.01, -0.01, -0.02], [0.01, 0.00, 0.02], [0.07, 0.00, -0.02], [0.15, 0.01, 0.10], [0.01, -0.05, 0.01], [0.00, 0.00, 0.02], [-0.02, 0.00, 0.02], [0.01, -0.02, -0.02], [-0.04, 0.05, 0.01], [0.00, 0.01, 0.10], [-0.04, 0.05, 0.03], [-0.01, 0.00, 0.00], [0.00, 0.00, 0.00], [-0.01, -0.01, 0.00], [0.01, -0.02, 0.00], [-0.10, 0.19, -0.17], [0.00, 0.00, 0.00], [0.00, -0.01, -0.01], [0.00, 0.01, 0.00], [0.00, 0.01, 0.00], [0.00, 0.00, 0.02], [0.00, 0.00, 0.00], [0.00, 0.00, 0.00], [-0.01, 0.00, 0.00], [0.00, -0.01, 0.00], [0.01, -0.02, -0.01], [0.00, 0.00, 0.00], [0.00, 0.00, 0.00], [0.00, 0.00, 0.00], [0.02, 0.03, 0.02]],
  "mulliken_charge": [0.29, -0.22, 0.27, -0.55, -1.18, 1.19, -1.00, -0.55, 0.15, -1.12, 0.15, 0.25, -0.14, -0.87, -0.64, -0.70, 0.20, 0.24, 0.16, -0.30, 0.46, -0.88, 0.45, 0.37, 0.30, 0.53, 0.33, 1.11, 0.57, 0.43, 0.42, 0.44, 0.03, 0.46, 0.59, -0.22, -0.88, -0.50, -0.90, -0.32, 1.39, 0.36, -1.07, -0.56, -0.95, -0.75, 0.90, 0.45, -0.35, -0.85, -0.58, -0.74, -0.44, 1.05, -0.17, -0.72, -0.69, -0.67, -0.77, 0.55, 0.47, 0.45, 0.45, 0.46, 0.33, 0.59, 0.55, 0.47, 0.48, 0.54, 0.43, 0.46, 0.44, 0.47, 0.48, 0.46, 0.49, 0.45, 0.47, 0.26],
  "gap_ev": [5.2, 5.2],
  "largest_force_ev_per_a": 1.023,
  "homo_ev": [-15.97, -15.97],
  "lumo_ev": [-10.736, -10.735],
  "charge": 3
}